Record 1
The following is a quantum chemistry calculation of a 5-piece molecular cluster, C45H95N5O5 overall, from the OMol25 dataset.

Properties
Highest occupied orbital energy = -7.8 eV
Energy above the lowest of the compared OMol25 structures with the same formula, charge and spin = 266.7 kJ/mol
Multiplicity = 1
Total energy = -2421.244570 hartree
Orbital gap = 8.29 eV
Net charge = 0
Maximum force = 2.72 eV/A

```
150
C45H95N5O5 ωB97M-V with the def2-TZVPD basis set
C -0.43959 -5.91804 8.46744
C 0.54298 -5.24672 7.50178
C 1.87885 -4.95089 8.23943
C 0.79341 -6.21061 6.34235
C 1.62267 -5.62859 5.20206
C 0.73227 -4.49072 4.73644
C 0.49812 -3.38959 5.74772
C 1.70708 -2.46454 5.89845
C -0.69755 -2.61199 5.12544
N -0.06911 -4.04555 6.92113
O -0.51280 -3.13174 7.90905
H -0.02863 -6.88910 8.74194
H -0.79405 -5.33878 9.31623
H -1.35701 -6.11119 7.90098
H 2.24360 -5.83159 8.77091
H 2.70105 -4.74315 7.54980
H 1.77121 -4.09532 8.90618
H 1.33976 -7.07004 6.75655
H -0.15575 -6.61934 5.99242
H 2.59911 -5.29152 5.55310
H 1.75958 -6.21415 4.29204
H -0.20074 -4.90187 4.32436
H 0.98375 -4.13774 3.72046
H 2.60312 -3.04141 5.64974
H 1.87764 -2.02447 6.88253
H 1.68107 -1.64127 5.18483
H -0.59404 -2.34253 4.06747
H -0.93850 -1.68317 5.64375
H -1.57047 -3.26530 5.09097
H 0.30799 -2.74999 8.26641
C 4.18637 -3.40660 -2.50684
C 5.32458 -3.75321 -1.55132
C 6.45977 -4.45770 -2.33278
C 5.92160 -2.50547 -0.84351
C 6.38735 -2.69952 0.63391
C 5.34201 -3.40713 1.47411
C 5.00762 -4.73484 0.84009
C 6.11442 -5.77546 1.13052
C 3.72603 -5.21202 1.57560
N 4.76942 -4.69152 -0.57754
O 4.38042 -5.94739 -1.08978
H 3.34233 -2.91379 -2.02121
H 4.52362 -2.72706 -3.29831
H 3.79194 -4.29278 -3.00254
H 6.16788 -5.43026 -2.72138
H 6.79978 -3.90973 -3.22149
H 7.41931 -4.50468 -1.80703
H 6.81606 -2.27949 -1.42581
H 5.25914 -1.64431 -0.91892
H 7.40094 -3.09879 0.67441
H 6.48946 -1.66190 0.96926
H 4.49960 -2.72366 1.61171
H 5.74726 -3.50188 2.48350
H 5.65481 -6.76156 1.24990
H 6.51818 -5.63500 2.14079
H 6.96389 -5.89146 0.45817
H 2.90371 -4.59137 1.20897
H 3.75354 -5.17380 2.66451
H 3.41070 -6.22105 1.29832
H 5.23486 -6.37683 -1.25219
C 0.79835 4.78730 -3.16736
C 0.67579 6.27242 -2.80795
C 1.17294 7.12123 -3.97876
C -0.84497 6.51758 -2.55700
C -1.36360 5.88854 -1.26570
C -0.66911 6.67887 -0.14607
C 0.85377 6.48582 -0.24970
C 1.54758 7.47590 0.68856
C 1.25470 5.09228 0.25498
N 1.36714 6.72759 -1.60426
O 2.77486 6.81228 -1.68610
H 0.73514 4.19002 -2.25528
H 0.18700 4.34588 -3.95144
H 1.83590 4.58452 -3.47097
H 0.46920 7.01200 -4.81097
H 1.14414 8.20074 -3.80911
H 2.15821 6.79387 -4.30470
H -0.96639 7.60320 -2.58687
H -1.40492 6.09987 -3.39303
H -2.44609 6.01447 -1.22728
H -1.16420 4.82356 -1.14380
H -0.91351 6.33028 0.86036
H -1.06084 7.69257 -0.24132
H 0.97166 7.67674 1.59371
H 1.62909 8.47043 0.23355
H 2.58400 7.23271 0.91745
H 2.32311 4.94330 0.10888
H 0.74564 4.24267 -0.21101
H 0.95601 4.98797 1.30245
H 2.87655 7.66672 -2.12215
C -1.39340 1.23006 0.54068
C -1.57946 0.01727 -0.39720
C -3.03761 -0.02077 -0.91223
C -0.56023 0.21160 -1.50443
C -0.29101 -0.99665 -2.34869
C 0.24187 -2.08765 -1.37930
C -0.75606 -2.47235 -0.23924
C -1.90348 -3.27711 -0.89229
C 0.07384 -3.32831 0.71343
N -1.24347 -1.21596 0.32650
O -1.92318 -1.31933 1.55908
H -1.48880 2.18096 0.01793
H -2.18217 1.17076 1.29551
H -0.45069 1.19797 1.09079
H -3.57116 0.71349 -0.30043
H -3.08614 0.49351 -1.87638
H -3.54288 -0.97834 -0.91366
H -0.75929 1.16946 -2.00160
H 0.42367 0.44553 -1.07199
H -1.15754 -1.31777 -2.93845
H 0.44448 -0.82829 -3.13982
H 1.21919 -1.77153 -1.01516
H 0.40137 -2.94137 -2.04545
H -1.51530 -4.29981 -0.93495
H -2.09442 -2.92081 -1.89757
H -2.71946 -3.32010 -0.17141
H -0.49632 -3.56262 1.61728
H 1.03066 -2.88056 0.98720
H 0.34390 -4.28591 0.26534
H -1.36346 -0.81600 2.16412
C -6.60121 4.58431 -5.98661
C -6.68570 3.90627 -4.60337
C -8.07064 4.19475 -4.01879
C -6.73855 2.39312 -4.89840
C -5.39006 1.78656 -5.24462
C -4.43860 1.96776 -4.07701
C -4.33831 3.44267 -3.60576
C -3.80194 3.34673 -2.16728
C -3.42022 4.33710 -4.40478
N -5.66198 4.10443 -3.60554
O -5.73870 5.28507 -2.85711
H -5.72605 4.32444 -6.58288
H -7.44095 4.30070 -6.61886
H -6.60287 5.65922 -5.77967
H -8.27020 3.72148 -3.05566
H -8.10563 5.28140 -3.87041
H -8.91957 3.93041 -4.64802
H -7.08304 1.88193 -3.98793
H -7.48567 2.08075 -5.62990
H -5.54464 0.76246 -5.59901
H -4.95894 2.22513 -6.15633
H -3.44425 1.55005 -4.24018
H -4.89924 1.35051 -3.29891
H -3.59225 4.31097 -1.70695
H -2.83492 2.83854 -2.18061
H -4.49938 2.82191 -1.51343
H -3.78700 4.50766 -5.41454
H -2.42783 3.85869 -4.41700
H -3.20097 5.27615 -3.90022
H -6.18288 5.01928 -2.04206
```

***

Record 2
The following is a quantum chemistry calculation of a 5-piece molecular cluster, C45H95N5O5 overall, from the OMol25 dataset.

Properties
Highest occupied orbital energy = -7.7 eV
Energy above the lowest of the compared OMol25 structures with the same formula, charge and spin = 293.8 kJ/mol
Multiplicity = 1
Total energy = -2421.234241 hartree
Orbital gap = 8.19 eV
Net charge = 0
Maximum force = 3.00 eV/A

```
150
C45H95N5O5 ωB97M-V with the def2-TZVPD basis set
C -23.03767 -7.39616 -36.79810
C -22.82365 -6.14389 -35.92675
C -23.73426 -4.99434 -36.39692
C -23.31535 -6.42376 -34.47785
C -22.40120 -7.35227 -33.68870
C -20.98118 -6.74101 -33.67404
C -20.38231 -6.34709 -35.04888
C -19.33932 -5.30638 -34.66188
C -19.74596 -7.63816 -35.66958
N -21.40311 -5.75746 -35.90057
O -20.91974 -5.39185 -37.17486
H -24.10732 -7.41381 -37.02365
H -22.57405 -7.21644 -37.77391
H -22.65911 -8.37335 -36.50838
H -24.75752 -5.31906 -36.55559
H -23.69265 -4.13857 -35.72200
H -23.28046 -4.59080 -37.30805
H -23.44037 -5.53981 -33.84355
H -24.31838 -6.85145 -34.56766
H -22.71904 -7.83182 -32.76334
H -22.35434 -8.25476 -34.32126
H -20.36967 -7.57463 -33.31925
H -20.99279 -5.94896 -32.92534
H -18.65363 -5.63651 -33.87528
H -19.72802 -4.38271 -34.22054
H -18.67800 -4.94804 -35.45754
H -20.59640 -8.31299 -35.58289
H -18.91509 -7.97861 -35.05413
H -19.39410 -7.45240 -36.68022
H -20.98012 -4.42921 -37.15563
C -29.98133 0.10171 -31.24869
C -30.39167 -1.30828 -30.79628
C -30.95241 -1.32258 -29.35216
C -31.56308 -1.83417 -31.63150
C -31.18200 -2.64881 -32.89844
C -30.10618 -3.69565 -32.57036
C -28.84064 -3.09480 -31.94066
C -27.99990 -4.26287 -31.40524
C -28.02454 -2.34749 -33.02444
N -29.22270 -2.19972 -30.84064
O -28.11650 -1.67029 -30.19298
H -29.60742 0.00742 -32.26606
H -30.86189 0.75049 -31.21152
H -29.27215 0.63265 -30.61519
H -31.99631 -1.01421 -29.31191
H -30.95624 -2.37067 -29.05278
H -30.30679 -0.68560 -28.74735
H -32.12522 -2.60252 -31.08902
H -32.36824 -1.16215 -31.93042
H -31.98542 -3.21079 -33.38290
H -30.83496 -2.03256 -33.73540
H -29.87395 -4.11243 -33.55513
H -30.54401 -4.52200 -32.00653
H -27.22406 -3.79447 -30.79607
H -27.45817 -4.83993 -32.15390
H -28.57486 -4.93363 -30.76747
H -27.04986 -2.21496 -32.55312
H -28.43616 -1.37832 -33.30518
H -27.96886 -2.87321 -33.97859
H -27.88590 -2.21268 -29.42595
C -25.15748 -10.06611 -26.89492
C -25.69293 -11.28170 -26.15450
C -24.46786 -12.01748 -25.64151
C -26.69123 -10.92219 -25.04411
C -27.33322 -12.15420 -24.47067
C -28.14652 -12.88906 -25.55908
C -27.38492 -13.11716 -26.86339
C -26.75180 -14.54149 -26.69526
C -28.42414 -13.13988 -27.97354
N -26.37783 -12.10930 -27.17781
O -25.72272 -12.24084 -28.40065
H -24.23346 -10.24134 -27.44515
H -25.88444 -9.79598 -27.66598
H -24.98224 -9.18788 -26.26939
H -24.72166 -12.88630 -25.03062
H -23.79749 -12.30144 -26.45366
H -23.80872 -11.38822 -25.03148
H -26.23784 -10.42966 -24.17696
H -27.43471 -10.20286 -25.39736
H -26.62378 -12.83590 -23.99834
H -28.04116 -11.78873 -23.72164
H -28.93733 -12.15205 -25.73127
H -28.48796 -13.81477 -25.10455
H -26.20601 -14.87523 -27.58161
H -27.54790 -15.28917 -26.64266
H -26.10499 -14.56186 -25.82140
H -28.84304 -12.14313 -28.12334
H -29.22160 -13.83629 -27.70206
H -28.09368 -13.50145 -28.95205
H -26.41982 -12.11655 -29.05631
C -17.12693 -6.11478 -31.24194
C -15.76706 -6.31689 -30.56110
C -14.63596 -6.48473 -31.62398
C -15.39489 -5.08850 -29.71667
C -16.08914 -5.04845 -28.36262
C -16.17194 -6.34673 -27.52547
C -16.32930 -7.64655 -28.35452
C -15.60573 -8.76535 -27.61333
C -17.89838 -7.81636 -28.48751
N -15.74524 -7.49820 -29.69431
O -15.90204 -8.70962 -30.43950
H -17.29854 -6.94801 -31.93226
H -17.97106 -6.22717 -30.56397
H -17.05348 -5.20218 -31.83177
H -13.67472 -6.47064 -31.10538
H -14.74460 -7.44787 -32.11722
H -14.59325 -5.65215 -32.32465
H -14.32063 -4.96388 -29.58110
H -15.83091 -4.19157 -30.16286
H -15.80116 -4.19185 -27.74619
H -17.12514 -4.72514 -28.53497
H -17.15668 -6.20731 -27.06986
H -15.56389 -6.34380 -26.62007
H -16.11229 -8.98863 -26.67186
H -14.55848 -8.55970 -27.40459
H -15.67545 -9.69011 -28.19068
H -18.16660 -8.40852 -29.36668
H -18.56640 -6.96826 -28.37094
H -18.15290 -8.55897 -27.71963
H -14.97244 -8.89740 -30.61035
C -23.07235 -4.00394 -29.56877
C -23.80767 -5.25974 -29.03523
C -25.30703 -5.10129 -29.30683
C -23.37017 -6.47922 -29.86851
C -22.05690 -7.18907 -29.52146
C -21.99435 -7.44560 -27.97754
C -22.27345 -6.15868 -27.19102
C -22.48307 -6.53260 -25.70095
C -21.01823 -5.27846 -27.33491
N -23.54934 -5.53795 -27.62508
O -23.89002 -4.39241 -26.87437
H -23.34663 -3.83789 -30.61179
H -23.34462 -3.13718 -28.96770
H -21.99358 -4.13876 -29.54704
H -25.91266 -5.94239 -28.97537
H -25.60886 -4.09816 -29.00323
H -25.44462 -5.09684 -30.39219
H -24.10433 -7.27120 -29.68476
H -23.38496 -6.16209 -30.91114
H -21.99956 -8.12704 -30.07389
H -21.21585 -6.57612 -29.85764
H -21.10802 -7.99788 -27.66814
H -22.81902 -8.13293 -27.75049
H -23.00825 -5.69798 -25.24087
H -21.54158 -6.65411 -25.16864
H -23.11472 -7.41574 -25.61105
H -20.12043 -5.68892 -26.87352
H -21.17089 -4.28341 -26.90375
H -20.81421 -5.05333 -28.38027
H -24.41918 -4.72733 -26.14381
```